The following is a quantum chemistry calculation of a 2-piece molecular cluster, C3H7IN overall at a distorted geometry, from OMol25.

* total energy: -12804.8093 eV
* LUMO energy (spin up / spin down): -5.352 / -6.718 eV
* energy relative to the best compared isomer or geometry (same formula, charge and spin): 355.02 kJ/mol
* HOMO-LUMO gap (spin up / spin down): 0.31125 / 0.22685 hartree
* maximum force: 3.11 eV/A

Structure (ORCA input):
```
! RIJCOSX wB97M-V def2-TZVPD def2/J DEFGRID3
* xyz 1 1
C -1.429 -1.693 -0.237
C -0.864 -0.435 -0.009
C 0.449 -0.017 0.251
N 0.925 1.299 0.700
I 1.501 0.982 -2.685
H -2.394 -2.018 0.072
H -0.975 -2.499 -0.822
H -1.812 0.173 0.114
H 1.192 -0.877 0.358
H 0.291 2.054 0.638
H 1.468 1.350 1.540
H 1.648 1.680 0.080
*
```

The following is a quantum chemistry calculation of a 2-piece molecular cluster, C10H16 overall at a distorted geometry, from OMol25.

* total energy: -10627.1920 eV
* LUMO energy: 0.931 eV
* energy relative to the best compared isomer or geometry (same formula, charge and spin): 246.19 kJ/mol
* SMILES: CCc1ccccc1.CC
* HOMO-LUMO gap: 0.36114 hartree
* maximum force: 5.72 eV/A

Structure (ORCA input):
```
! RIJCOSX wB97M-V def2-TZVPD def2/J DEFGRID3
* xyz 0 1
C 1.019 -2.328 -1.475
C 0.944 -0.876 -1.050
C -0.469 -0.487 -0.639
C -1.543 -0.798 -1.460
C -2.737 -0.217 -1.241
C -2.939 0.647 -0.136
C -1.875 0.912 0.693
C -0.605 0.357 0.485
H -0.008 -2.677 -1.807
H 1.371 -3.012 -0.772
H 1.580 -2.370 -2.509
H 1.699 -0.794 -0.171
H 1.407 -0.255 -1.716
H -1.563 -1.585 -2.209
H -3.561 -0.569 -1.963
H -3.950 1.030 0.049
H -1.840 1.506 1.606
H 0.292 0.457 1.022
C 3.327 1.880 2.630
C 2.618 0.936 1.526
H 2.534 2.324 3.078
H 3.943 1.314 3.328
H 4.069 2.348 2.173
H 1.616 0.674 1.773
H 3.158 -0.059 1.544
H 2.809 1.525 0.576
*
```

The following is a quantum chemistry calculation of C32H22N7O2Re as an isolated structure at a distorted geometry, from OMol25.

* total energy: -50192.8388 eV
* LUMO energy (spin up / spin down): -3.956 / -4.255 eV
* energy relative to the best compared isomer or geometry (same formula, charge and spin): 92.88 kJ/mol
* HOMO-LUMO gap (spin up / spin down): 0.23739 / 0.23789 hartree
* maximum force: 2.52 eV/A

Structure (ORCA input):
```
! RIJCOSX wB97M-V def2-TZVPD def2/J DEFGRID3
* xyz 1 4
Re 0.275 -0.104 -0.044
O 1.981 -1.109 0.414
C 2.118 -2.146 1.170
C 3.168 -3.056 0.918
C 3.324 -4.194 1.669
C 2.464 -4.464 2.736
C 1.458 -3.579 3.039
C 1.243 -2.421 2.279
C 0.306 -1.446 2.735
N -0.080 -0.424 2.036
N -0.616 0.637 2.638
C -0.333 1.773 2.032
O 0.378 1.797 0.967
C -0.856 3.025 2.577
C -0.537 4.220 1.934
C -1.094 5.406 2.369
C -1.969 5.405 3.445
C -2.271 4.219 4.098
C -1.719 3.027 3.671
H 3.834 -2.823 0.101
H 4.117 -4.884 1.427
H 2.605 -5.353 3.330
H 0.808 -3.765 3.881
H -0.003 -1.490 3.777
H 0.147 4.196 1.098
H -0.852 6.330 1.866
H -2.419 6.328 3.776
H -2.945 4.220 4.940
H -1.945 2.094 4.163
C -0.225 -4.424 -0.213
C -1.420 -4.600 0.484
C -2.259 -3.521 0.627
C -1.881 -2.259 0.134
N -0.626 -2.071 -0.378
C 0.125 -3.153 -0.615
N -2.856 -1.332 0.060
C -2.722 -0.129 -0.394
N -1.554 0.557 -0.570
C -1.814 1.739 -1.224
N -0.944 2.577 -1.658
C 0.401 2.425 -1.687
C 1.156 3.590 -1.894
C 2.517 3.506 -2.069
C 3.110 2.246 -2.095
C 2.325 1.142 -1.841
N 1.011 1.209 -1.596
C -3.258 1.851 -1.414
C -4.042 2.809 -2.021
C -5.411 2.572 -2.090
C -5.972 1.412 -1.572
C -5.187 0.445 -0.954
C -3.829 0.682 -0.882
H 0.426 -5.254 -0.427
H -1.695 -5.568 0.878
H -3.232 -3.602 1.086
H 1.049 -2.982 -1.150
H 0.634 4.533 -1.889
H 3.108 4.400 -2.194
H 4.166 2.132 -2.282
H 2.765 0.154 -1.809
H -3.606 3.712 -2.414
H -6.048 3.305 -2.561
H -7.037 1.259 -1.655
H -5.611 -0.461 -0.553
*
```